Here is C47H138O23V as an isolated structure in a non-equilibrium geometry from the OMol25 dataset. Energies are from wB97M-V/def2-TZVPD.

```
209
Properties=species:S:1:pos:R:3:forces:R:3:lowdin_charge:R:1
V 3.1944 -0.1925 0.5818 -0.224 0.107 0.399 0.9873
O 3.4206 -4.0543 -1.2200 1.057 -2.277 -0.288 0.2431
H 3.8119 -3.2990 -0.7749 1.512 2.799 1.737 0.0603
H 2.4881 -4.1056 -0.9976 -2.068 0.700 0.417 0.0705
H 3.5037 -3.9054 -2.1647 -0.075 -0.028 -1.748 0.0846
C 6.5464 -3.3037 -0.6135 -0.271 0.636 0.285 -0.0628
C 5.9641 -1.9900 0.0159 0.310 -0.436 -0.938 -0.5885
C 6.7673 -0.8516 -0.5821 0.719 0.375 1.189 -0.0731
O 4.6126 -1.8117 -0.1906 -1.857 -0.701 -0.608 -0.3322
H 7.6341 -3.3493 -0.5592 0.075 0.186 0.297 0.0676
H 6.3408 -3.2854 -1.6838 -0.381 -0.325 -0.099 0.0739
H 6.1792 -4.1941 -0.1032 -0.291 -0.141 -0.278 0.0588
H 6.1452 -2.0632 1.0882 0.411 0.201 0.432 0.1209
H 6.6614 -0.6891 -1.6547 -0.117 -0.327 0.017 0.0789
H 7.8001 -1.0730 -0.3129 0.368 0.180 -0.428 0.0729
H 6.5637 0.0823 -0.0582 -0.333 0.199 -0.115 0.0704
C 5.3827 2.4266 2.7745 0.591 0.038 0.393 -0.0661
C 4.5704 1.1751 3.0018 -1.365 -0.189 -0.900 -0.5648
C 4.3406 0.8524 4.4847 0.038 -0.008 -0.165 -0.0441
O 3.3652 1.2212 2.2375 -0.205 -0.310 -0.015 -0.3603
H 6.3305 2.1909 3.2584 0.407 0.553 -0.033 0.0741
H 4.9704 3.3395 3.2044 -0.221 -0.094 0.281 0.0757
H 5.5555 2.6472 1.7212 -0.047 -0.319 -0.091 0.0697
H 5.1790 0.3563 2.6181 0.429 -0.418 -0.143 0.1095
H 4.0288 -0.1820 4.6294 -0.323 -0.035 -0.240 0.0644
H 3.5891 1.5112 4.9199 -0.002 0.076 0.020 0.0601
H 5.2649 0.9266 5.0577 0.141 0.294 0.025 0.0710
C -0.9443 -0.0907 -1.6019 1.357 0.110 0.774 -0.0343
C 0.2650 0.3866 -0.7154 0.395 0.069 0.395 -0.4938
C -0.1249 0.9151 0.6973 -0.083 -1.177 -0.750 -0.0369
O 1.3523 -0.5406 -0.6122 -0.516 0.124 0.107 -0.3473
H -1.6471 0.7344 -1.7176 -0.135 0.025 0.030 0.0584
H -1.4697 -0.9729 -1.2364 0.077 0.011 0.126 0.0411
H -0.4958 -0.2945 -2.5743 -0.228 -0.229 -0.151 0.0477
H 0.5911 1.2705 -1.2637 0.427 0.355 -0.252 0.0956
H 0.7228 1.4057 1.1757 0.001 -0.019 -0.074 0.0516
H -0.3723 0.0205 1.2687 -0.120 0.017 0.364 0.0587
H -0.9976 1.5681 0.6911 0.002 0.193 -0.069 0.0577
C -3.1923 3.3490 -4.4530 0.316 0.515 -0.481 -0.0711
C -3.9407 3.5121 -5.7897 -0.035 0.222 1.287 -0.2898
O -3.1317 3.0938 -6.8688 0.151 0.066 -0.380 -0.0820
H -2.3396 4.0277 -4.4304 -0.084 0.382 -0.111 0.0710
H -2.6970 2.3915 -4.2916 -0.623 -0.376 -0.169 0.0512
H -3.8092 3.6195 -3.5960 -0.103 -0.256 -0.084 0.0630
H -4.1704 4.5663 -5.9447 -0.014 0.212 0.261 0.1131
H -4.9021 2.9992 -5.8187 0.019 -0.299 0.181 0.0992
H -3.4015 3.6700 -7.5876 0.355 -0.338 -0.423 0.0998
C 1.4757 -1.9164 -4.3486 -0.130 0.629 1.670 -0.0451
C 2.8953 -2.1326 -3.8251 -0.326 -0.352 -1.140 -0.2489
O 3.1395 -3.5446 -3.8346 0.425 -0.505 0.625 -0.1062
H 0.8103 -2.2665 -3.5594 -0.129 -0.319 0.054 0.0571
H 1.1812 -2.4410 -5.2576 0.466 0.275 -0.248 0.0813
H 1.2444 -0.8512 -4.3526 0.071 0.094 -0.624 0.0572
H 3.0660 -1.8080 -2.7987 -0.351 0.236 -0.013 0.1030
H 3.6584 -1.6803 -4.4585 -0.025 0.323 -0.028 0.1170
H 3.0014 -3.8736 -4.7258 0.051 -0.140 0.016 0.1047
C -1.8153 -3.8846 -6.7742 -0.151 -0.863 0.338 -0.0826
C -1.7154 -2.4074 -6.4195 -0.698 -0.640 0.018 -0.3428
O -0.8913 -1.7668 -7.3238 1.067 -0.208 -1.154 -0.0762
H -2.6319 -4.4070 -6.2759 -0.246 0.379 0.491 0.0637
H -0.9463 -4.4675 -6.4692 0.347 0.192 -0.247 0.0619
H -2.0420 -4.1059 -7.8172 0.380 0.528 -0.217 0.0752
H -1.3035 -2.2675 -5.4201 -0.242 -0.169 0.442 0.0970
H -2.7288 -2.0076 -6.4553 -0.118 0.305 0.148 0.0972
H -1.0531 -0.8206 -7.3419 -0.477 0.321 0.202 0.0295
C 2.3251 -6.3402 2.6065 -0.521 -0.066 0.701 -0.0732
C 2.6603 -5.5371 1.3657 -0.299 -1.444 0.350 -0.2994
O 3.3079 -4.3471 1.7598 0.044 0.118 -0.410 -0.0697
H 1.7630 -7.2678 2.4994 0.275 -0.192 -0.696 0.0783
H 1.6600 -5.7736 3.2582 0.235 0.418 0.135 0.0581
H 3.2419 -6.5646 3.1517 -0.023 -0.033 0.118 0.0792
H 1.7569 -5.3511 0.7849 0.074 0.595 0.090 0.1029
H 3.3148 -6.1476 0.7437 0.152 0.129 -0.263 0.1178
H 4.2064 -4.5798 2.0053 0.182 0.142 0.043 0.1143
C 3.2101 1.6947 -3.0743 -0.449 -0.393 0.280 -0.0650
C 4.3091 1.4359 -2.0537 0.340 -1.282 -1.966 -0.3111
O 3.8317 1.5410 -0.7697 -0.351 -0.312 1.127 -0.1276
H 3.4659 1.6276 -4.1317 0.546 0.234 0.066 0.0783
H 2.7296 2.6492 -2.8597 -0.111 0.067 -0.174 0.0639
H 2.4897 0.8908 -2.9228 -0.419 0.131 0.153 0.0556
H 5.1666 2.0878 -2.2209 0.233 -0.021 0.089 0.1201
H 4.5915 0.3856 -2.1263 0.531 0.048 -0.397 0.0948
H 3.7969 2.4875 -0.6134 -0.469 0.737 1.304 0.0466
C -3.3496 1.6605 3.0750 0.163 -0.892 -0.576 -0.0752
C -3.1577 3.1597 3.1111 1.543 -1.268 -0.053 -0.3561
O -4.3434 3.8122 3.3499 -1.242 1.013 0.381 -0.0520
H -4.0014 1.3809 2.2474 -0.340 0.055 0.112 0.0493
H -3.7380 1.2103 3.9885 -0.221 0.344 0.152 0.0725
H -2.4383 1.0991 2.8690 0.396 0.272 0.010 0.0581
H -2.7385 3.5014 2.1648 -0.072 0.068 -0.167 0.0999
H -2.4076 3.3855 3.8691 0.160 0.240 0.143 0.1064
H -4.4180 3.9098 4.3020 -0.309 0.096 -0.007 0.0936
C 0.4456 4.5958 -1.7234 -0.886 -0.637 -0.474 -0.0580
C -0.9683 3.9902 -1.4742 1.445 0.761 1.603 -0.3146
O -1.9494 4.9637 -1.6844 -0.212 0.536 -0.940 -0.0806
H 1.2357 3.9279 -1.3803 -0.070 -0.162 0.060 0.0472
H 0.5707 5.5468 -1.2056 -0.268 -0.008 0.045 0.0667
H 0.5860 4.7632 -2.7913 0.077 0.107 -0.087 0.0698
H -1.0204 3.8139 -0.3998 0.315 -0.666 0.344 0.0867
H -1.1621 3.0350 -1.9621 0.139 0.042 -0.496 0.0940
H -2.7743 4.5508 -1.4185 -0.537 -0.047 -0.056 0.0321
C -5.7522 1.7465 -0.6811 1.035 -1.797 0.645 -0.0665
C -4.6360 2.6317 -0.1498 -1.765 0.379 -0.269 -0.2946
O -4.4810 3.5617 -1.1861 1.358 1.726 -0.977 -0.1025
H -5.8380 0.9137 0.0168 -0.762 -0.110 0.167 0.0670
H -5.4263 1.2566 -1.5986 0.129 0.199 -0.211 0.0608
H -6.6988 2.2376 -0.9066 0.166 0.202 0.473 0.0839
H -3.6684 2.1744 0.0574 -0.160 -0.391 -0.190 0.1057
H -4.9710 3.1494 0.7490 0.155 -0.106 0.297 0.1081
H -5.0224 4.3397 -1.0337 -0.105 -0.032 0.106 0.1065
C 0.1071 1.6808 -5.1300 0.407 -0.214 0.269 -0.0648
C -0.0513 1.2391 -6.5680 0.201 0.544 -0.016 -0.2918
O -1.3842 0.9132 -6.8856 -0.015 -0.941 -0.067 -0.0944
H -0.2689 0.9272 -4.4380 -0.447 0.055 -0.045 0.0571
H -0.3750 2.6438 -4.9617 -0.098 -0.084 0.114 0.0675
H 1.1520 1.7734 -4.8340 0.164 0.231 -0.287 0.0528
H 0.5562 0.3647 -6.8016 -0.024 -0.098 0.150 0.1070
H 0.2801 2.0317 -7.2389 0.211 0.181 -0.070 0.1152
H -1.9778 1.6564 -6.7555 -0.217 0.488 -0.093 0.0408
C -4.1098 -1.6648 -0.8346 0.448 0.152 -0.125 -0.0779
C -3.6587 -1.8248 0.6048 0.597 0.234 -0.103 -0.3349
O -4.4034 -2.7897 1.2635 -1.545 -0.867 0.507 -0.0859
H -3.6745 -0.7757 -1.2908 0.051 0.078 0.105 0.0462
H -5.1913 -1.5481 -0.9034 -0.046 -0.131 0.218 0.0750
H -3.8053 -2.4988 -1.4670 -0.085 -0.207 0.107 0.0738
H -3.7338 -0.8948 1.1685 -0.036 0.506 -0.231 0.1021
H -2.6612 -2.2157 0.8056 0.931 0.743 -1.142 0.1003
H -4.0708 -2.6846 2.1579 -0.378 -0.470 0.824 0.0290
C 1.7042 3.6289 6.3748 0.330 -0.697 -0.630 -0.0799
C 0.6549 4.7194 6.1927 1.403 -0.477 -0.821 -0.3407
O 0.3758 5.2358 7.4422 -0.984 0.892 1.463 -0.0658
H 2.6052 3.9429 6.9018 -0.145 0.584 0.053 0.0764
H 2.0708 3.2422 5.4240 -0.172 0.003 -0.239 0.0468
H 1.3583 2.7687 6.9479 -0.432 0.079 0.016 0.0682
H -0.2431 4.3746 5.6800 -0.217 -0.346 0.267 0.0999
H 1.0342 5.5047 5.5389 0.261 0.036 -0.156 0.1006
H 0.7628 6.1099 7.5306 -0.053 -0.092 0.007 0.0882
C -0.3247 0.2215 5.4091 0.194 -0.309 -0.531 -0.0710
C -1.3847 -0.6150 6.1000 0.610 0.760 0.643 -0.2921
O -1.0691 -0.7546 7.5054 -0.306 -0.018 -0.660 -0.0769
H -0.2321 1.2691 5.6958 -0.433 -0.060 0.344 0.0659
H -0.5903 0.1993 4.3522 0.112 0.143 -0.226 0.0581
H 0.6820 -0.1898 5.4828 -0.057 -0.247 0.149 0.0726
H -1.4730 -1.5920 5.6248 0.051 -0.059 -0.033 0.0856
H -2.3327 -0.0896 5.9847 -0.256 -0.105 0.026 0.1029
H -1.9047 -0.9686 7.9268 0.068 -0.056 0.290 0.0679
C 0.3030 -2.4518 2.5546 -0.422 0.295 0.402 -0.0483
C 1.5154 -1.6954 3.0717 -1.365 0.156 0.833 -0.3273
O 2.5566 -1.8285 2.2206 2.561 0.969 -2.351 -0.1168
H -0.5357 -2.2568 3.2228 -0.218 -0.236 0.061 0.0659
H 0.4918 -3.5241 2.5028 0.076 -0.129 0.190 0.0623
H 0.0055 -2.1465 1.5514 0.239 0.228 -0.028 0.0591
H 1.8508 -2.0588 4.0431 -0.435 -0.083 0.480 0.1221
H 1.3481 -0.6224 3.1659 -0.278 -0.009 0.064 0.0995
H 2.8643 -2.7362 2.1664 0.028 -0.401 -0.295 0.0473
C 0.0006 -4.9558 -2.0480 -0.014 0.128 -0.367 -0.0685
C -0.2348 -3.7094 -1.2120 1.006 -0.055 -0.455 -0.2638
O 1.0397 -3.2396 -0.7507 -0.360 -2.084 -0.095 -0.1193
H -0.9454 -5.3029 -2.4635 -0.028 -0.368 0.283 0.0806
H 0.5406 -5.7339 -1.5085 -0.391 -0.204 0.301 0.0701
H 0.6288 -4.7670 -2.9185 0.077 0.461 -0.041 0.0619
H -0.8885 -3.9216 -0.3660 -0.135 0.068 0.072 0.1021
H -0.6672 -2.9374 -1.8486 -0.264 0.029 0.124 0.0959
H 1.0530 -2.2808 -0.7038 0.198 2.084 0.233 0.0245
C -5.6674 -3.2812 4.6700 0.042 0.753 0.080 -0.0655
C -4.5128 -2.3641 5.1384 -1.019 -0.176 -0.176 -0.3001
O -3.5311 -2.3369 4.1154 -0.156 0.295 0.365 -0.1147
H -6.0167 -2.8575 3.7285 -0.261 -0.017 0.014 0.0699
H -6.4958 -3.3369 5.3762 -0.016 0.158 0.057 0.0692
H -5.3810 -4.3066 4.4360 0.459 0.026 0.219 0.0696
H -4.1265 -2.6421 6.1190 0.459 -0.554 -0.044 0.1051
H -4.8239 -1.3374 5.3312 -0.455 0.075 -0.433 0.1042
H -3.0006 -3.1025 4.3481 0.811 -0.318 -0.372 0.0132
C -2.1510 -5.3715 2.5501 0.421 0.216 0.837 -0.0569
C -1.7405 -5.5310 4.0045 0.019 -0.955 -0.578 -0.2976
O -1.8746 -4.3349 4.7528 0.335 -0.372 0.087 -0.0798
H -1.5538 -4.5740 2.1080 -0.205 0.109 -0.155 0.0522
H -3.2168 -5.1518 2.4877 0.082 -0.078 -0.368 0.0759
H -1.8660 -6.3088 2.0722 -0.402 0.008 -0.276 0.0828
H -0.7193 -5.9108 4.0354 0.374 0.349 0.046 0.0973
H -2.3131 -6.3433 4.4520 -0.398 0.050 0.190 0.1124
H -1.3307 -4.4765 5.5311 -0.089 0.436 0.281 0.1094
C -4.6091 0.2925 -4.8161 0.351 -0.551 -0.880 -0.0764
C -5.3107 -1.0703 -4.8426 0.964 0.778 2.237 -0.3358
O -6.6139 -0.8390 -5.2399 -1.265 -0.076 -1.089 -0.0580
H -5.2139 1.0495 -4.3169 -0.067 -0.225 0.121 0.0731
H -4.4404 0.6225 -5.8412 -0.046 0.151 -0.106 0.0709
H -3.6201 0.2517 -4.3598 -0.049 -0.180 0.171 0.0675
H -5.3543 -1.3945 -3.8028 0.191 -0.232 0.417 0.0943
H -4.7700 -1.8787 -5.3346 -0.007 0.228 -0.743 0.0986
H -7.1483 -1.6115 -5.0414 -0.064 -0.022 -0.071 0.0890
C 0.3686 5.3389 2.2466 0.722 -0.571 -0.098 -0.0471
C 0.9709 3.9303 2.2066 -1.407 -0.567 -0.236 -0.3317
O 2.2913 3.8320 2.6587 0.217 1.801 0.071 -0.0879
H 0.5324 5.8029 3.2192 0.191 0.199 -0.155 0.0594
H -0.7058 5.3401 2.0629 -0.015 -0.303 -0.045 0.0680
H 0.8277 5.8776 1.4176 0.057 0.547 0.300 0.0648
H 0.8856 3.5525 1.1877 0.149 0.123 -0.394 0.0814
H 0.3452 3.2266 2.7556 -0.210 -0.020 0.478 0.1031
H 2.5637 2.9120 2.6259 0.498 -1.444 -0.174 0.0316
C 4.6917 5.3154 -1.6569 -0.154 0.043 1.126 -0.0595
C 3.8935 5.3442 -0.3245 -0.056 0.612 -1.440 -0.2891
O 3.5825 4.0572 0.1207 0.489 -0.498 -0.517 -0.0962
H 5.5686 4.6722 -1.5822 -0.057 -0.161 -0.024 0.0695
H 5.0610 6.3195 -1.8653 -0.124 0.048 -0.100 0.0710
H 4.0388 4.9972 -2.4696 0.120 -0.099 -0.024 0.0662
H 2.9522 5.8300 -0.5817 -0.141 0.479 0.201 0.0917
H 4.3861 5.9221 0.4575 0.229 0.001 -0.038 0.1200
H 3.2439 4.1311 1.0160 -0.334 -0.373 0.844 0.0537
```
Positions in Å, forces in eV/Å.

Results
HOMO (spin up / spin down), eV: -6.29 / -7.88
Orbital gap (spin up / spin down), eV: 6.48 / 8.07
Spin multiplicity: 4
Net charge: 0